# 1
{"formula": "C22H44Cl22", "method": "ωB97M-V with the def2-TZVPD basis set", "e_lumo_ev": 0.1, "de_lowest_kcal_mol": 145.0, "energy_ha": -10988.72493, "elements": ["Cl", "C", "C", "Cl", "H", "H", "H", "H", "Cl", "C", "C", "Cl", "H", "H", "H", "H", "Cl", "C", "C", "Cl", "H", "H", "H", "H", "Cl", "C", "C", "Cl", "H", "H", "H", "H", "Cl", "C", "C", "Cl", "H", "H", "H", "H", "Cl", "C", "C", "Cl", "H", "H", "H", "H", "Cl", "C", "C", "Cl", "H", "H", "H", "H", "Cl", "C", "C", "Cl", "H", "H", "H", "H", "Cl", "C", "C", "Cl", "H", "H", "H", "H", "Cl", "C", "C", "Cl", "H", "H", "H", "H", "Cl", "C", "C", "Cl", "H", "H", "H", "H"], "coordinates": [[1.4572, 1.8965, 2.5228], [2.2416, 2.7435, 3.9139], [2.8879, 4.0285, 3.4215], [1.6519, 5.1199, 2.8397], [3.0256, 2.0328, 4.1629], [1.4668, 2.8655, 4.6608], [3.6230, 3.8261, 2.6471], [3.4114, 4.4821, 4.2638], [-2.1170, -0.4078, -5.6427], [-2.5741, -1.5608, -4.3727], [-3.1105, -2.8564, -4.9216], [-4.6132, -2.5782, -5.8523], [-3.3893, -1.1566, -3.7625], [-1.7989, -1.6570, -3.6122], [-3.3532, -3.5822, -4.1552], [-2.3167, -3.2494, -5.5608], [-2.4729, 3.3138, 0.4376], [-1.1120, 4.2710, 1.1187], [-0.3299, 4.9600, 0.0017], [0.5215, 3.7780, -0.9768], [-0.5214, 3.5782, 1.7095], [-1.5890, 5.0149, 1.7537], [0.3770, 5.6446, 0.4653], [-1.0224, 5.5342, -0.6097], [-1.6841, 0.1884, 2.5676], [-2.0802, -1.5026, 2.1220], [-3.1842, -2.0961, 2.9887], [-4.5270, -0.9808, 3.2877], [-1.1502, -2.0657, 2.0937], [-2.3610, -1.4628, 1.0686], [-2.7790, -2.3249, 3.9740], [-3.5988, -3.0162, 2.5859], [4.1448, 2.3938, -2.0200], [3.8943, 1.7964, -0.3721], [5.2233, 1.3628, 0.2584], [5.0541, 1.2522, 2.0354], [3.1708, 0.9864, -0.3742], [3.5565, 2.6456, 0.2168], [5.9857, 2.1284, 0.1499], [5.5881, 0.4126, -0.1225], [-4.9785, 1.6945, -3.7445], [-4.0978, 2.5829, -2.4372], [-3.0894, 3.5702, -2.9895], [-3.9124, 4.8150, -3.9725], [-3.6511, 1.8359, -1.7881], [-4.8083, 3.1696, -1.8562], [-2.2905, 3.0493, -3.5171], [-2.5916, 4.0533, -2.1498], [0.3758, -2.2642, -0.1592], [0.3063, -0.5603, 0.4061], [-0.1557, 0.3229, -0.6980], [-1.8352, -0.1091, -1.1925], [1.2529, -0.1680, 0.7790], [-0.4189, -0.5065, 1.2196], [0.4599, 0.1001, -1.5731], [-0.1548, 1.4006, -0.5591], [-1.1748, -2.4528, 4.5365], [-0.1345, -1.0188, 4.7661], [0.9141, -1.3195, 5.8109], [2.0955, 0.0077, 5.9833], [-0.7369, -0.1877, 5.1359], [0.2401, -0.6873, 3.8006], [1.5508, -2.1496, 5.5139], [0.4683, -1.5264, 6.7791], [0.7708, 0.9182, -7.5244], [1.9203, 0.6437, -6.1746], [1.1815, 0.1099, -4.9446], [2.3445, -0.1408, -3.6294], [2.5246, 1.5332, -6.0130], [2.6522, -0.1001, -6.4896], [0.6280, -0.7837, -5.2194], [0.4178, 0.8071, -4.6064], [-3.3730, -4.0578, 1.7211], [-2.5014, -4.4662, 0.2087], [-3.3490, -4.6403, -1.0319], [-4.0387, -3.0960, -1.6251], [-1.9831, -5.3946, 0.4441], [-1.7461, -3.6990, 0.0765], [-4.1369, -5.3485, -0.7778], [-2.7740, -5.0566, -1.8553], [5.7310, -2.1212, 2.2016], [4.7610, -3.5640, 1.8410], [3.2719, -3.2910, 1.6403], [2.4509, -2.6873, 3.0554], [4.9586, -4.2688, 2.6431], [5.1951, -3.9033, 0.9029], [2.7728, -4.2089, 1.3281], [3.0912, -2.5945, 0.8229]]}

***

# 2
{"formula": "N2O", "method": "ωB97M-V with the def2-TZVPD basis set", "e_lumo_ev": 1.1, "smiles": "N#[N+][O-]", "de_lowest_kcal_mol": 3.6, "energy_ha": -184.69084, "elements": ["N", "N", "O"], "coordinates": [[-0.3351, -0.8671, -0.6659], [0.0525, -0.0474, 0.0320], [0.2825, 0.9145, 0.6339]]}

***

# 3
{"formula": "CBr2Cl2S", "method": "ωB97M-V with the def2-TZVPD basis set", "e_lumo_ev": [-1.9, -1.9], "de_lowest_kcal_mol": 39.3, "energy_ha": -6504.61544, "elements": ["C", "S", "Cl", "Cl", "Br", "Br"], "coordinates": [[0.8060, -0.2609, 0.5939], [-0.5590, 0.7711, 0.3405], [-1.4530, 1.1898, -1.7232], [-1.9627, -0.5146, 0.9837], [2.4280, 0.6836, 0.2766], [0.7408, -1.8690, -0.4716]]}

***

# 4
{"formula": "C11H24FNO3Si2", "method": "ωB97M-V with the def2-TZVPD basis set", "e_lumo_ev": 0.3, "energy_ha": -1392.95731, "elements": ["C", "C", "C", "C", "C", "C", "C", "C", "C", "Si", "O", "Si", "C", "O", "N", "C", "O", "F", "H", "H", "H", "H", "H", "H", "H", "H", "H", "H", "H", "H", "H", "H", "H", "H", "H", "H", "H", "H", "H", "H", "H", "H"], "coordinates": [[-3.1861, 0.4965, 3.8761], [-2.4134, -0.1482, 5.0321], [-1.8441, -1.5313, 4.7212], [-0.7951, -1.5469, 3.5994], [-1.3391, -1.8975, 2.2144], [-0.2518, -1.8572, 1.1296], [-0.3882, -0.6585, 0.1937], [0.8179, -0.4439, -0.7207], [0.8178, -1.3754, -1.9447], [2.1738, -1.0229, -3.1733], [2.6831, 0.5587, -2.9656], [3.1797, 1.6077, -4.1151], [1.6091, 2.1934, -5.0817], [1.0388, 1.3656, -5.7411], [1.0338, 3.4840, -5.0056], [1.4464, 4.4853, -4.1294], [0.8017, 5.0547, -3.3301], [2.7376, 4.8016, -4.3798], [-3.6967, -0.2578, 3.2733], [-2.5325, 1.0697, 3.2154], [-3.9490, 1.1813, 4.2508], [-3.0754, -0.2263, 5.8989], [-1.5887, 0.5092, 5.3275], [-1.3869, -1.9223, 5.6341], [-2.6668, -2.2101, 4.4665], [-0.3168, -0.5600, 3.5481], [-0.0058, -2.2635, 3.8468], [-1.8155, -2.8806, 2.2552], [-2.1231, -1.1798, 1.9524], [-0.2586, -2.7839, 0.5486], [0.7353, -1.8005, 1.6047], [-1.2888, -0.7809, -0.4189], [-0.5370, 0.2373, 0.8074], [1.7317, -0.6232, -0.1416], [0.8636, 0.5992, -1.0398], [-0.1497, -1.3224, -2.4552], [0.9328, -2.4119, -1.6079], [3.3529, -1.8950, -2.9702], [1.7174, -1.1893, -4.5683], [4.0642, 0.9648, -5.1012], [3.8523, 2.7376, -3.4609], [0.0193, 3.4427, -5.0450]]}

***

Repeat the fourth record exactly.
{"formula": "C11H24FNO3Si2", "method": "ωB97M-V with the def2-TZVPD basis set", "e_lumo_ev": 0.3, "energy_ha": -1392.95731, "elements": ["C", "C", "C", "C", "C", "C", "C", "C", "C", "Si", "O", "Si", "C", "O", "N", "C", "O", "F", "H", "H", "H", "H", "H", "H", "H", "H", "H", "H", "H", "H", "H", "H", "H", "H", "H", "H", "H", "H", "H", "H", "H", "H"], "coordinates": [[-3.1861, 0.4965, 3.8761], [-2.4134, -0.1482, 5.0321], [-1.8441, -1.5313, 4.7212], [-0.7951, -1.5469, 3.5994], [-1.3391, -1.8975, 2.2144], [-0.2518, -1.8572, 1.1296], [-0.3882, -0.6585, 0.1937], [0.8179, -0.4439, -0.7207], [0.8178, -1.3754, -1.9447], [2.1738, -1.0229, -3.1733], [2.6831, 0.5587, -2.9656], [3.1797, 1.6077, -4.1151], [1.6091, 2.1934, -5.0817], [1.0388, 1.3656, -5.7411], [1.0338, 3.4840, -5.0056], [1.4464, 4.4853, -4.1294], [0.8017, 5.0547, -3.3301], [2.7376, 4.8016, -4.3798], [-3.6967, -0.2578, 3.2733], [-2.5325, 1.0697, 3.2154], [-3.9490, 1.1813, 4.2508], [-3.0754, -0.2263, 5.8989], [-1.5887, 0.5092, 5.3275], [-1.3869, -1.9223, 5.6341], [-2.6668, -2.2101, 4.4665], [-0.3168, -0.5600, 3.5481], [-0.0058, -2.2635, 3.8468], [-1.8155, -2.8806, 2.2552], [-2.1231, -1.1798, 1.9524], [-0.2586, -2.7839, 0.5486], [0.7353, -1.8005, 1.6047], [-1.2888, -0.7809, -0.4189], [-0.5370, 0.2373, 0.8074], [1.7317, -0.6232, -0.1416], [0.8636, 0.5992, -1.0398], [-0.1497, -1.3224, -2.4552], [0.9328, -2.4119, -1.6079], [3.3529, -1.8950, -2.9702], [1.7174, -1.1893, -4.5683], [4.0642, 0.9648, -5.1012], [3.8523, 2.7376, -3.4609], [0.0193, 3.4427, -5.0450]]}

***

Copy entry 4 word for word.
{"formula": "C11H24FNO3Si2", "method": "ωB97M-V with the def2-TZVPD basis set", "e_lumo_ev": 0.3, "energy_ha": -1392.95731, "elements": ["C", "C", "C", "C", "C", "C", "C", "C", "C", "Si", "O", "Si", "C", "O", "N", "C", "O", "F", "H", "H", "H", "H", "H", "H", "H", "H", "H", "H", "H", "H", "H", "H", "H", "H", "H", "H", "H", "H", "H", "H", "H", "H"], "coordinates": [[-3.1861, 0.4965, 3.8761], [-2.4134, -0.1482, 5.0321], [-1.8441, -1.5313, 4.7212], [-0.7951, -1.5469, 3.5994], [-1.3391, -1.8975, 2.2144], [-0.2518, -1.8572, 1.1296], [-0.3882, -0.6585, 0.1937], [0.8179, -0.4439, -0.7207], [0.8178, -1.3754, -1.9447], [2.1738, -1.0229, -3.1733], [2.6831, 0.5587, -2.9656], [3.1797, 1.6077, -4.1151], [1.6091, 2.1934, -5.0817], [1.0388, 1.3656, -5.7411], [1.0338, 3.4840, -5.0056], [1.4464, 4.4853, -4.1294], [0.8017, 5.0547, -3.3301], [2.7376, 4.8016, -4.3798], [-3.6967, -0.2578, 3.2733], [-2.5325, 1.0697, 3.2154], [-3.9490, 1.1813, 4.2508], [-3.0754, -0.2263, 5.8989], [-1.5887, 0.5092, 5.3275], [-1.3869, -1.9223, 5.6341], [-2.6668, -2.2101, 4.4665], [-0.3168, -0.5600, 3.5481], [-0.0058, -2.2635, 3.8468], [-1.8155, -2.8806, 2.2552], [-2.1231, -1.1798, 1.9524], [-0.2586, -2.7839, 0.5486], [0.7353, -1.8005, 1.6047], [-1.2888, -0.7809, -0.4189], [-0.5370, 0.2373, 0.8074], [1.7317, -0.6232, -0.1416], [0.8636, 0.5992, -1.0398], [-0.1497, -1.3224, -2.4552], [0.9328, -2.4119, -1.6079], [3.3529, -1.8950, -2.9702], [1.7174, -1.1893, -4.5683], [4.0642, 0.9648, -5.1012], [3.8523, 2.7376, -3.4609], [0.0193, 3.4427, -5.0450]]}